1.
DFT (ωB97M-V/def2-TZVPD) results for a structure of composition C46H44BiFN6O7S in a non-equilibrium geometry.

Summary:
ΔE to the lowest compared entry with this formula, charge and spin = 42.9 kcal/mol
Gap between HOMO and LUMO = 3.92 eV

```
! wB97M-V def2-TZVPD RIJCOSX def2/J DEFGRID3
* xyz 0 1
Bi -0.27 0.42 2.43
C 0.40 -3.21 5.59
O 1.74 -2.74 5.56
C 1.92 -1.38 5.70
C 3.01 -0.98 6.46
C 3.26 0.36 6.69
C 2.37 1.30 6.21
C 1.29 0.93 5.40
C 0.34 1.95 5.07
N -0.49 1.94 4.08
N -1.42 2.87 3.93
C -2.48 2.49 3.22
O -2.73 1.30 2.92
C -3.40 3.56 2.78
C -4.61 3.17 2.21
C -5.43 4.11 1.63
C -5.06 5.44 1.60
C -3.87 5.84 2.19
C -3.04 4.90 2.78
C 1.08 -0.44 5.07
O 0.15 -0.86 4.24
H 0.46 -4.23 5.96
H -0.05 -3.19 4.60
H -0.21 -2.60 6.26
H 3.65 -1.75 6.88
H 4.12 0.66 7.27
H 2.52 2.35 6.42
H 0.24 2.77 5.78
H -4.86 2.12 2.23
H -6.36 3.80 1.17
H -5.69 6.18 1.12
H -3.58 6.88 2.17
H -2.10 5.18 3.23
C 0.89 4.77 -4.76
C -0.40 4.36 -4.06
N -0.20 3.24 -3.15
C 0.05 3.52 -1.84
C 0.25 2.61 -0.86
C 0.46 3.21 0.55
O 1.11 4.25 0.58
O -0.12 2.64 1.50
C 0.24 1.20 -1.17
O 0.46 0.29 -0.38
C -0.02 0.91 -2.60
C -0.07 -0.41 -3.01
C -0.32 -0.75 -4.32
F -0.34 -2.07 -4.66
C -0.54 0.24 -5.29
C -0.49 1.57 -4.88
C -0.24 1.94 -3.55
N -0.84 -0.01 -6.65
C -1.18 -1.37 -7.05
C -1.68 -1.32 -8.51
N -2.09 0.08 -8.78
C -0.89 0.96 -8.86
C 0.00 0.61 -7.66
H 0.70 5.61 -5.42
H 1.31 3.95 -5.34
H 1.63 5.08 -4.03
H -1.18 4.10 -4.79
H -0.77 5.20 -3.47
H 0.08 4.57 -1.57
H 0.10 -1.19 -2.28
H -0.67 2.33 -5.62
H -1.96 -1.74 -6.39
H -0.33 -2.06 -6.99
H -2.52 -1.99 -8.66
H -0.89 -1.59 -9.21
H -2.63 0.38 -7.95
H -2.67 0.16 -9.62
H -1.22 2.00 -8.83
H -0.38 0.78 -9.80
H 0.47 1.50 -7.26
H 0.81 -0.07 -7.97
C -0.27 -8.77 2.94
C -0.25 -7.31 2.61
C 0.91 -6.55 2.76
C 0.91 -5.19 2.48
C -0.25 -4.59 2.03
C -1.41 -5.33 1.88
C -1.41 -6.68 2.17
S -0.32 -2.78 1.75
C 0.75 -2.84 0.24
O -1.67 -2.53 1.24
H 0.69 -9.09 3.33
H -0.50 -9.36 2.06
H -1.03 -8.97 3.69
H 1.81 -7.02 3.11
H 1.81 -4.61 2.63
H -2.30 -4.82 1.55
H -2.32 -7.25 2.07
H 0.24 -3.40 -0.53
H 1.70 -3.29 0.49
H 0.89 -1.80 -0.05
N 7.30 0.31 1.89
C 6.16 0.37 2.03
C 4.76 0.43 2.20
C 4.02 -0.75 2.29
C 2.65 -0.68 2.41
C 1.99 0.54 2.44
C 2.73 1.71 2.40
C 4.11 1.67 2.27
H 4.53 -1.70 2.24
H 2.08 -1.59 2.49
H 2.24 2.66 2.45
H 4.69 2.58 2.21
*
```

***

2.
DFT (ωB97M-V/def2-TZVPD) results for a structure of composition H19O10 in a non-equilibrium geometry.

Summary:
ΔE to the lowest compared entry with this formula, charge and spin = 385.7 kcal/mol
Gap between HOMO and LUMO = 8.57 eV

```
! wB97M-V def2-TZVPD RIJCOSX def2/J DEFGRID3
* xyz -1 1
O -0.17 0.00 0.43
H 0.34 0.15 -0.39
O 1.45 1.10 1.42
H 1.11 1.74 2.05
H 0.66 0.75 1.00
O 2.88 0.65 -1.18
H 2.14 0.06 -1.26
H 2.74 1.31 -1.87
O -1.40 0.69 1.81
H -0.88 0.39 1.07
H -0.75 0.91 2.48
O -0.49 1.85 -0.66
H -0.27 1.04 -0.20
H -1.18 1.61 -1.28
O -2.06 0.36 -1.50
H -2.02 -0.14 -0.68
H -1.41 -0.06 -2.07
O 0.89 -0.36 -2.00
H 0.39 -0.28 -2.81
H 0.24 -0.24 -1.31
O -1.87 -1.14 0.00
H -2.18 -1.51 0.83
H -1.05 -0.71 0.22
O -0.57 -1.49 1.77
H -0.26 -0.89 1.09
H 0.10 -1.45 2.45
O 1.59 -1.42 0.18
H 0.95 -0.72 0.30
H 1.05 -2.21 0.10
*
```

***

3.
DFT (ωB97M-V/def2-TZVPD) results for a structure of composition C27H36Cl2GeN2O2PtSi.

Summary:
<S²> = 2.016
Gap between HOMO and LUMO (spin up / spin down) = 1.98 / 4.58 eV

```
! wB97M-V def2-TZVPD RIJCOSX def2/J DEFGRID3
* xyz -2 3
Pt -0.02 1.66 1.46
C -6.08 0.70 4.03
C -4.76 0.97 3.40
C -3.82 1.88 3.92
C -2.61 2.08 3.31
N -2.21 1.43 2.15
C -3.12 0.56 1.66
C -4.34 0.29 2.21
H -6.23 1.32 4.92
H -6.21 -0.35 4.36
H -6.94 0.90 3.36
H -4.04 2.44 4.82
H -1.89 2.78 3.71
H -2.80 0.04 0.76
H -4.99 -0.44 1.72
C 2.27 4.43 1.67
Si 0.80 3.64 0.72
C -0.43 5.11 0.68
C 1.48 3.69 -1.08
H 2.53 5.40 1.23
H 3.15 3.78 1.62
H 2.03 4.58 2.72
H 0.06 6.04 0.36
H -0.88 5.27 1.66
H -1.25 4.89 -0.01
H 1.84 4.69 -1.33
H 0.70 3.41 -1.79
H 2.30 2.98 -1.20
Cl -2.99 -2.48 -1.54
C -2.84 -2.57 -3.25
C -3.97 -2.79 -4.01
C -3.89 -2.87 -5.40
C -2.66 -2.70 -6.01
C -1.53 -2.45 -5.25
Cl -0.05 -2.11 -6.09
C -1.57 -2.41 -3.84
N -0.46 -2.16 -3.07
C 0.74 -2.89 -3.16
C 0.79 -4.14 -3.77
C 1.97 -4.86 -3.80
C 3.12 -4.35 -3.21
C 3.06 -3.10 -2.61
C 1.90 -2.34 -2.58
C 1.90 -0.97 -1.96
C 1.20 -0.91 -0.60
O 1.98 -0.44 0.33
O 0.05 -1.28 -0.47
H -4.92 -2.90 -3.50
H -4.77 -3.06 -5.99
H -2.56 -2.73 -7.09
H -0.59 -1.76 -2.13
H -0.11 -4.55 -4.21
H 1.99 -5.83 -4.28
H 4.04 -4.91 -3.22
H 3.95 -2.68 -2.15
H 1.36 -0.28 -2.61
H 2.93 -0.61 -1.86
C 4.46 0.83 1.85
Ge 2.85 0.23 2.81
C 2.54 1.49 4.26
C 3.37 -1.48 3.67
C 1.35 0.06 1.61
H 5.32 0.85 2.52
H 4.30 1.83 1.45
H 4.68 0.16 1.01
H 3.41 1.52 4.92
H 1.66 1.20 4.85
H 2.34 2.47 3.85
H 4.28 -1.36 4.25
H 3.52 -2.26 2.92
H 2.57 -1.82 4.34
H 0.71 -0.78 1.93
*
```

***

4.
DFT (ωB97M-V/def2-TZVPD) results for an isolated molecule of CHClN4O in a non-equilibrium geometry.

Summary:
ΔE to the lowest compared entry with this formula, charge and spin = 9.3 kcal/mol
Gap between HOMO and LUMO = 9.56 eV

```
! wB97M-V def2-TZVPD RIJCOSX def2/J DEFGRID3
* xyz 0 1
O -0.80 1.02 -0.76
C -0.46 -0.20 0.05
Cl -1.59 -1.47 0.12
N 0.08 0.47 1.34
N 1.30 0.40 1.37
N 1.79 -0.30 0.07
N 0.81 -0.55 -0.59
H -1.14 0.63 -1.59
*
```

***

5.
DFT (ωB97M-V/def2-TZVPD) results for a structure of composition C52H73AsN8O4S2SiZn.

Summary:
Gap between HOMO and LUMO = 7.55 eV

```
! wB97M-V def2-TZVPD RIJCOSX def2/J DEFGRID3
* xyz 0 1
Zn 0.80 0.70 -1.47
C 3.91 -2.08 1.94
C 2.54 -1.50 1.62
C 2.26 -0.30 2.51
C 1.47 -2.58 1.81
O 2.47 -1.02 0.26
Si 3.20 -1.64 -1.07
S 2.55 -0.33 -2.58
O 2.67 -3.18 -1.19
C 3.02 -4.24 -2.09
C 4.18 -5.02 -1.46
C 1.80 -5.15 -2.23
C 3.41 -3.70 -3.46
O 4.82 -1.80 -0.98
C 5.95 -0.97 -1.27
C 5.77 0.41 -0.65
C 7.15 -1.69 -0.66
C 6.11 -0.85 -2.78
H 3.94 -2.39 2.99
H 4.68 -1.32 1.78
H 4.13 -2.94 1.31
H 2.24 -0.60 3.56
H 1.30 0.13 2.24
H 3.03 0.46 2.37
H 1.50 -2.96 2.83
H 1.64 -3.39 1.11
H 0.48 -2.15 1.62
H 3.84 -5.51 -0.55
H 4.99 -4.34 -1.22
H 4.54 -5.78 -2.16
H 1.40 -5.41 -1.25
H 2.09 -6.07 -2.75
H 1.02 -4.66 -2.81
H 4.37 -3.18 -3.41
H 2.66 -2.99 -3.82
H 3.49 -4.52 -4.18
H 5.69 0.34 0.44
H 4.87 0.88 -1.04
H 6.63 1.04 -0.90
H 7.05 -1.73 0.43
H 8.07 -1.17 -0.91
H 7.20 -2.71 -1.04
H 5.19 -0.46 -3.22
H 6.33 -1.83 -3.22
H 6.93 -0.17 -3.02
C 0.11 6.34 2.21
C 1.15 5.55 1.51
N 2.39 5.89 1.39
N 2.97 4.86 0.72
C 2.11 3.86 0.44
S 2.51 2.41 -0.30
N 0.93 4.31 0.94
N -0.24 3.59 0.95
H 0.57 7.23 2.63
H -0.34 5.74 3.00
H -0.68 6.64 1.52
H 3.95 4.87 0.52
H -0.93 4.03 1.54
H -0.58 3.44 0.00
C -5.06 -4.23 0.36
C -4.36 -3.19 -0.47
C -3.00 -3.25 -0.70
C -2.34 -2.29 -1.46
C -0.87 -2.43 -1.59
C -3.05 -1.22 -2.04
As -2.25 0.21 -3.22
N -0.99 1.15 -2.19
C -1.23 2.52 -2.29
C -2.53 3.07 -2.19
C -2.77 4.42 -2.37
C -1.72 5.30 -2.64
C -0.43 4.79 -2.66
C -0.18 3.44 -2.49
C -1.15 -0.87 -4.48
C -1.58 -2.13 -4.94
C -2.98 -2.64 -4.71
C -0.71 -2.91 -5.68
C 0.56 -2.47 -6.04
C 1.50 -3.36 -6.80
C 0.89 -1.16 -5.73
C 0.05 -0.34 -4.99
C 0.45 1.10 -4.86
C -4.43 -1.17 -1.83
C -5.33 -0.11 -2.42
C -5.06 -2.14 -1.04
H -4.35 -4.78 0.98
H -5.57 -4.96 -0.28
H -5.81 -3.77 1.01
H -2.42 -4.07 -0.29
H -0.48 -3.18 -0.91
H -0.39 -1.49 -1.34
H -0.56 -2.69 -2.60
H -3.35 2.40 -1.96
H -3.78 4.79 -2.29
H -1.91 6.34 -2.82
H 0.41 5.47 -2.83
H 0.83 3.06 -2.58
H -3.68 -1.81 -4.61
H -3.04 -3.25 -3.81
H -3.29 -3.26 -5.55
H -1.03 -3.90 -6.00
H 1.05 -4.33 -6.98
H 2.43 -3.51 -6.24
H 1.76 -2.92 -7.76
H 1.84 -0.76 -6.07
H 0.81 1.46 -5.82
H 1.27 1.21 -4.14
H -0.38 1.73 -4.55
H -4.79 0.53 -3.11
H -5.76 0.50 -1.63
H -6.15 -0.59 -2.96
H -6.13 -2.07 -0.89
C -3.85 2.04 10.74
C -3.46 2.59 9.40
C -2.69 1.85 8.51
C -2.31 2.36 7.28
C -2.71 3.64 6.90
N -2.36 4.20 5.65
C -2.19 3.59 4.43
O -1.62 4.16 3.51
N -2.75 2.34 4.33
C -2.57 1.41 3.30
C -3.44 0.33 3.22
C -3.26 -0.59 2.21
C -2.21 -0.41 1.32
N -1.36 0.60 1.41
C -1.53 1.49 2.38
C -3.46 4.40 7.79
C -3.82 3.88 9.02
H -3.55 1.00 10.84
H -4.93 2.10 10.88
H -3.38 2.62 11.54
H -2.38 0.84 8.78
H -1.67 1.78 6.63
H -2.18 5.19 5.64
H -3.43 2.10 5.03
H -4.25 0.23 3.94
H -3.91 -1.46 2.12
H -2.05 -1.11 0.51
H -0.79 2.28 2.45
H -3.76 5.40 7.51
H -4.40 4.49 9.71
*
```

***

6.
DFT (ωB97M-V/def2-TZVPD) results for a cluster of 4 separate species, H10NO3 in total in a non-equilibrium geometry.

Summary:
ΔE to the lowest compared entry with this formula, charge and spin = 11.4 kcal/mol
Gap between HOMO and LUMO = 12.58 eV

```
! wB97M-V def2-TZVPD RIJCOSX def2/J DEFGRID3
* xyz 1 1
N 0.39 0.02 0.38
H -0.04 0.08 1.33
H 1.35 0.34 0.45
H -0.12 0.58 -0.32
H 0.54 -0.93 0.03
H 0.38 0.47 3.53
H -0.92 -0.46 3.54
O -0.07 -0.28 3.14
H 0.18 -2.58 -2.23
H -1.08 -1.75 -2.25
O -0.20 -1.78 -1.90
H 0.45 2.24 -2.36
H -0.95 2.02 -1.81
O -0.04 2.03 -1.57
*
```